The following is a DFT calculation (ωB97M-V/def2-TZVPD) of the molecule C4H6N2 in a non-equilibrium geometry.

The geometry in XYZ format:
```
12
Properties=species:S:1:pos:R:3:forces:R:3
N 2.617540 0.366788 -1.058347 -0.995 -0.140 0.698
C 1.669884 0.168547 -0.424482 0.968 0.190 -0.649
C 0.464372 -0.156643 0.359044 -0.034 0.084 0.063
C -0.420345 1.057976 0.604153 -0.043 0.049 -0.028
C -1.351004 -1.248555 -1.062091 0.347 0.174 0.522
N -0.248154 -1.257965 -0.352769 -0.309 -0.233 -0.186
H 0.809121 -0.548987 1.322566 -0.054 -0.026 -0.153
H -1.164406 0.816896 1.368343 0.072 0.043 -0.144
H 0.176860 1.908919 0.942948 -0.057 -0.202 -0.048
H -1.758344 -0.218729 -0.993479 0.018 -0.265 -0.173
H -0.939771 1.336168 -0.315275 0.158 0.153 0.182
H 0.258097 -2.138787 -0.295027 -0.071 0.174 -0.084
```
Forces are in eV/Å.

**E_HOMO**: -8.8 eV
**LUMO**: 0.61 eV
**ΔE to the lowest compared entry with this formula, charge and spin**: 68.14 kcal/mol
**E**: -265.42699 Ha


The following is a DFT calculation (ωB97M-V/def2-TZVPD) of the molecule C9H16N2O4 in a non-equilibrium geometry.

The geometry in XYZ format:
```
31
Properties=species:S:1:pos:R:3:forces:R:3
C 2.800952 2.266572 -0.204787 -2.912 0.520 -1.360
C 3.191927 0.840172 -0.073638 -0.271 -0.898 -0.316
O 3.276953 0.516417 1.335008 0.206 -0.432 -1.113
C 2.093500 -0.164421 -0.700363 -0.498 2.903 0.744
N 0.878562 0.054317 0.050772 -0.803 2.040 2.980
C -0.326442 -0.117407 -0.517015 0.712 -1.496 -1.523
O -0.353983 -0.586092 -1.661997 -0.805 0.710 0.417
C -1.574845 0.187994 0.265938 0.891 -0.731 1.866
C -2.332088 -1.076595 0.833646 0.728 -0.346 0.017
C -3.777256 -0.671947 0.731799 -0.799 0.718 1.359
C -3.874806 0.380824 -0.379426 0.647 1.693 1.476
N -2.475366 0.868972 -0.573281 -2.176 0.837 1.138
C 2.515978 -1.495548 -0.311280 1.241 -2.991 -1.091
O 3.665891 -1.885055 -0.067159 -2.417 0.516 -0.117
O 1.414781 -2.293729 -0.356513 3.106 -3.684 1.682
H 1.942632 2.635850 0.388791 -0.229 -1.194 -0.097
H 2.477292 2.392729 -1.253148 0.055 0.106 0.243
H 3.376931 3.109104 -0.008063 2.558 0.673 0.350
H 4.104398 0.622450 -0.671755 -0.153 0.148 0.860
H 3.452051 -0.445047 1.354708 0.381 0.620 0.310
H 1.696064 -0.118323 -1.780551 1.351 0.000 1.239
H 0.945607 0.431294 1.054369 0.050 -0.786 -2.301
H -1.221962 0.786528 1.132142 -0.440 0.078 -0.179
H -2.093616 -1.417965 1.882138 0.133 0.638 -1.117
H -2.187221 -1.913596 0.189444 0.616 -0.680 -0.641
H -3.892486 -0.230459 1.751492 -1.011 0.081 -0.883
H -4.497182 -1.503190 0.597665 0.501 0.427 0.174
H -4.585125 1.228003 -0.176125 0.763 -0.624 0.431
H -4.240141 0.033273 -1.288543 -0.495 -1.242 -1.673
H -2.216823 0.789957 -1.507725 0.568 -0.256 -1.745
H 1.815834 -3.225078 -0.036541 -1.501 2.653 -1.131
```
Forces are in eV/Å.

**E_HOMO**: -8.8 eV
**Structure (SMILES)**: C[C@@H](O)[C@H](NC(=O)[C@@H]1CCCN1)C(=O)O
**LUMO**: 0.56 eV
**ΔE to the lowest compared entry with this formula, charge and spin**: 50.35 kcal/mol
**E**: -762.98007 Ha


The following is a DFT calculation (ωB97M-V/def2-TZVPD) of a cluster of 3 separate species, C20H25N3O7 in total in a non-equilibrium geometry.

The geometry in XYZ format:
```
55
Properties=species:S:1:pos:R:3:forces:R:3
C -4.519133 -2.949641 -0.392048 0.446 0.468 -0.121
C -4.176074 -1.588031 0.248041 -0.696 -1.124 -0.251
O -3.473612 -0.827206 -0.711113 0.097 0.159 0.348
C -2.625283 0.129965 -0.136998 0.764 0.436 -0.162
C -1.403104 -0.460581 0.609738 -0.771 -0.127 0.192
O -1.066356 -1.786156 0.244551 0.546 0.079 -0.127
C -0.668466 -1.953838 -1.075846 0.513 0.159 -0.650
C 0.289276 -3.120080 -1.377833 -0.429 1.530 -0.016
N 0.411434 -2.967347 -2.853562 -0.924 -0.788 0.330
C 0.177825 -1.605559 -3.183251 -0.046 -0.741 2.990
O 0.045395 -1.182741 -4.271045 -0.416 0.689 -2.276
C 0.104904 -0.869308 -1.829847 0.708 0.358 -0.874
H -4.153751 -2.937379 -1.416480 -0.020 0.051 -0.139
H -5.587785 -3.132534 -0.438050 -0.054 -0.195 0.210
H -3.976608 -3.744291 0.111661 -0.251 -0.231 0.101
H -5.115454 -1.107808 0.540894 0.148 0.388 0.006
H -3.598858 -1.784072 1.151832 0.233 0.312 -0.015
H -2.263460 0.769564 -0.940816 -0.161 -0.110 -0.282
H -3.135208 0.804121 0.558091 -0.212 -0.089 0.069
H -1.656083 -0.499536 1.654459 0.055 -0.412 0.298
H -0.568380 0.233319 0.551635 0.236 -0.051 -0.229
H -1.522450 -2.132681 -1.746198 -0.483 -0.015 0.510
H -0.150513 -4.038256 -1.011532 0.440 -0.487 -0.328
H 1.268904 -2.858215 -0.986649 0.018 -0.609 0.603
H -0.335924 -3.539690 -3.238455 0.514 -0.046 -0.806
H 1.173305 -0.773674 -1.587933 -0.116 -0.103 0.756
H -0.268578 0.146481 -1.865438 -0.424 -0.060 -0.344
O 6.540912 2.148364 -2.358741 -0.161 -0.198 0.004
N 5.741624 1.229839 -2.387395 0.157 0.005 0.166
O 5.774960 0.259683 -1.651670 -0.005 0.212 -0.140
C 4.660386 1.295158 -3.382565 -0.182 -0.007 -0.158
C 4.611426 2.365308 -4.257626 0.099 0.233 -0.104
C 3.603247 2.411998 -5.207579 -0.084 -0.125 0.033
C 2.657572 1.396750 -5.270117 0.007 0.041 -0.008
C 2.712878 0.332672 -4.379718 0.074 -0.030 -0.038
C 3.721206 0.279325 -3.429232 -0.101 -0.176 0.052
H 5.346142 3.155775 -4.209750 0.064 -0.091 0.112
H 3.556480 3.240376 -5.901816 0.026 0.006 0.023
H 1.873559 1.433335 -6.015823 -0.005 -0.014 0.027
H 1.969842 -0.455021 -4.429403 0.270 0.244 -0.084
H 3.767568 -0.550238 -2.737814 0.149 0.060 0.033
O -1.605207 1.368930 2.722450 0.213 0.353 0.398
N -0.572944 1.316913 3.372491 0.000 0.004 -0.172
O 0.513136 1.016769 2.914818 -0.220 0.088 0.049
C -0.649331 1.633496 4.805115 -0.035 0.022 0.272
C -1.876498 1.943803 5.364272 -0.261 0.027 -0.029
C -1.947095 2.220457 6.719768 0.129 -0.010 0.046
C -0.796857 2.188214 7.496929 0.001 0.002 0.009
C 0.428631 1.884221 6.919214 -0.139 0.026 0.025
C 0.506679 1.603816 5.564865 0.271 -0.048 0.012
H -2.771900 1.969418 4.760442 0.095 -0.045 -0.111
H -2.900387 2.458917 7.171533 -0.002 -0.001 -0.033
H -0.855883 2.399859 8.556849 0.002 0.005 -0.016
H 1.323663 1.862446 7.525873 0.008 -0.005 -0.033
H 1.460225 1.364592 5.116820 -0.086 -0.020 -0.126
```
Forces are in eV/Å.

**E_HOMO**: -9.4 eV
**Structure (SMILES)**: CCOCCO[C@@H]1CNC(=O)C1.O=[N+]([O-])c1ccccc1.O=[N+]([O-])c1ccccc1
**LUMO**: -0.84 eV
**ΔE to the lowest compared entry with this formula, charge and spin**: 203.67 kcal/mol
**E**: -1467.81540 Ha


The following is a DFT calculation (ωB97M-V/def2-TZVPD) of a cluster of 2 separate species, BrH4NSi in total in a non-equilibrium geometry.

The geometry in XYZ format:
```
7
Properties=species:S:1:pos:R:3:forces:R:3
N 0.536426 0.808245 -0.239653 0.181 1.306 -1.150
Si 0.949004 -0.620660 0.259127 -0.420 0.145 0.586
H 0.897901 1.245362 -1.106289 -0.466 -0.418 0.884
H 0.353223 -1.097694 1.476352 -0.315 -0.165 0.589
H 1.788362 -1.591756 -0.299065 1.110 -1.063 -0.781
Br -2.929310 0.760798 -0.333722 0.786 -0.281 0.492
H -1.595606 0.495705 0.243251 -0.877 0.475 -0.620
```
Forces are in eV/Å.

**E_HOMO**: -10.2 eV
**Structure (SMILES)**: N=[SiH2].Br
**LUMO**: -0.23 eV
**ΔE to the lowest compared entry with this formula, charge and spin**: 67.14 kcal/mol
**E**: -2920.59935 Ha